19
Properties=species:S:1:pos:R:3:forces:R:3 method="wB97M-V/def2-TZVPD" e_tot_ha=-675.57630 orbital_gap_ev=8.35 total_charge=+2
C 1.450 -3.035 -1.562 0.9 0.0 0.3
C 1.724 -1.612 -1.811 0.9 -1.6 -0.5
O 1.355 -0.687 -1.081 1.1 0.9 -1.5
Li 1.574 1.455 -1.172 0.3 0.6 -0.4
H 2.235 -3.623 -2.064 -0.6 0.1 -0.1
H 1.582 -3.223 -0.484 -0.4 0.0 -0.1
H 0.452 -3.345 -1.888 0.0 0.0 -0.1
H -0.965 3.143 -0.254 0.3 -0.5 0.7
O 0.252 1.508 0.033 1.5 3.3 -2.1
C -1.179 -0.162 2.245 -3.3 -0.5 6.7
C -0.658 2.428 0.553 -1.2 2.0 0.8
O -1.301 -0.839 3.254 1.6 1.1 -4.4
O -1.842 1.046 2.284 1.6 -1.2 -1.4
C -1.949 1.818 1.085 -0.2 0.3 -0.9
Tl 0.103 -0.342 0.502 -2.2 -4.5 3.3
H -0.186 2.998 1.376 -0.1 -0.1 -0.4
H -2.416 1.212 0.290 -0.1 0.1 0.2
H -2.646 2.629 1.332 0.2 -0.3 0.0
H 2.415 -1.369 -2.636 -0.4 0.2 0.0